No. 1
Here is a molecular structure, C19H23Cl2NRuS in a non-equilibrium geometry from OMol25. Energies are from ωB97M-V with the def2-TZVPD basis set.

Results
* energy above the lowest of the compared OMol25 structures with the same formula, charge and spin: 0.0 kJ/mol
* <S²>: 8.827
* 2S+1: 6
* max |F|: 0.0665 Eh/bohr
* orbital gap (alpha / beta): 3.817 / 7.310 eV
* net charge: -1

```
47
Properties=species:S:1:pos:R:3:lowdin_charge:R:1
Ru 0.6615 -0.3173 -0.9672 0.903
Cl 2.8890 -0.1391 -1.7297 -0.105
Cl 1.1494 -2.4354 -0.1425 -0.136
C -0.6614 -0.0716 -2.6729 -0.246
H -1.7047 -0.4062 -2.6030 0.036
H -0.0982 -0.8659 -3.2149 0.042
C 0.2240 1.7701 -1.7245 -0.288
C -0.7555 1.4896 -2.9265 -0.350
H -0.3193 1.9437 -0.8066 0.050
C -0.2552 1.9178 -4.3030 -0.198
H -1.8006 1.7810 -2.7170 0.123
C 1.2852 1.9016 -4.3062 -0.211
H -0.7739 1.2210 -4.9801 0.104
H -0.5807 2.9142 -4.6731 0.105
C 1.9023 2.9028 -3.2797 -0.198
H 1.6096 0.8788 -4.0495 0.071
H 1.6674 2.1690 -5.3059 0.101
C 1.4588 2.5780 -1.8372 -0.308
H 3.0189 2.9388 -3.2957 0.106
H 1.6240 3.9251 -3.6104 0.100
H 2.2681 2.1271 -1.2257 0.018
H 1.2352 3.4995 -1.2699 0.105
N -0.8507 0.1067 0.2213 -0.526
S -0.9249 0.3656 1.8882 1.025
C -2.0489 -0.9599 2.3213 -0.493
C -1.9064 -2.2020 1.7121 -0.161
C -2.8561 -3.2024 1.9560 -0.111
C -3.8879 -2.9718 2.8760 -0.164
C -3.9837 -1.7430 3.5453 -0.148
C -3.0840 -0.7213 3.2519 -0.153
C 0.6869 -0.2823 2.3830 -0.443
C 1.8145 0.3384 1.8434 -0.177
C 3.0869 -0.1481 2.1475 -0.095
C 3.2156 -1.2219 3.0332 -0.094
C 2.0882 -1.8369 3.5688 -0.091
C 0.8174 -1.3466 3.2851 -0.089
H -1.8227 0.2086 -0.1247 0.040
H -1.0604 -2.3977 1.0523 0.013
H -2.7679 -4.1480 1.4271 0.093
H -4.6237 -3.7480 3.0766 0.071
H -4.7542 -1.5455 4.2962 0.086
H -3.1497 0.2578 3.7253 0.088
H 1.7199 1.2305 1.2228 0.089
H 3.9422 0.3152 1.6623 0.101
H 4.2082 -1.5964 3.2907 0.099
H 2.1719 -2.7174 4.2091 0.104
H -0.0747 -1.7566 3.7705 0.114
```


No. 2
Here is a single C19H23F3N2O2 molecule in a non-equilibrium geometry from OMol25. Energies are from ωB97M-V with the def2-TZVPD basis set.

Results
* energy above the lowest of the compared OMol25 structures with the same formula, charge and spin: 208.5 kJ/mol
* SMILES: CCN(CC)C[C@@H]1CCCN1C(=O)c1cc2ccc(C(F)(F)F)cc2o1
* max |F|: 0.0984 Eh/bohr
* orbital gap: 7.922 eV

```
49
Properties=species:S:1:pos:R:3:lowdin_charge:R:1
C 4.9493 0.0784 2.0012 -0.089
C 4.3805 0.9672 0.8979 -0.256
N 3.7827 0.1670 -0.1773 -0.169
C 4.2371 0.3902 -1.5572 -0.299
C 5.7130 0.3854 -1.6870 -0.114
C 2.2741 0.0092 -0.1900 -0.100
C 1.5616 -0.9388 0.9374 -0.203
C 1.8520 -2.5185 0.7730 -0.083
C 0.3625 -3.0962 0.8343 -0.182
C -0.6826 -2.0433 0.5076 -0.146
N 0.0864 -0.8067 0.8982 -0.011
C -0.6390 0.4132 1.2000 -0.314
O -0.0148 1.3295 1.7673 0.051
C -1.9933 0.7056 0.7636 -0.163
C -2.8218 1.6399 1.3579 0.120
C -4.0643 1.6448 0.5640 -0.131
C -5.2881 2.3122 0.5581 0.012
C -6.2957 1.9106 -0.4042 0.026
C -5.9344 0.9093 -1.3882 -0.114
C -6.8632 0.4796 -2.5092 -0.409
F -6.3911 0.5011 -3.8104 0.106
F -8.0914 1.1580 -2.3153 0.065
F -7.1635 -0.9101 -2.4301 0.053
C -4.7055 0.2458 -1.3156 0.094
C -3.8284 0.5567 -0.2560 -0.226
O -2.6223 0.0097 -0.2065 0.119
H 4.0481 -0.1504 2.6574 0.080
H 5.4328 -0.7807 1.5395 0.067
H 5.6669 0.5263 2.6661 0.055
H 5.2007 1.5825 0.4979 0.097
H 3.6702 1.6729 1.3760 0.121
H 3.8223 1.3441 -1.9650 0.121
H 3.7723 -0.4233 -2.1962 0.125
H 5.9944 0.1933 -2.7071 0.064
H 6.1754 1.3460 -1.3268 0.087
H 6.0901 -0.4936 -1.1521 0.083
H 1.9225 -0.2987 -1.1879 0.110
H 1.7970 0.9729 -0.1121 0.094
H 1.9349 -0.6903 1.9267 0.113
H 2.4361 -2.9780 1.6913 0.142
H 2.2852 -2.6981 -0.1854 0.081
H 0.1221 -3.5178 1.8359 0.109
H 0.3319 -3.9582 0.1221 0.110
H -0.9136 -2.0150 -0.5557 0.109
H -1.6294 -2.1700 1.0975 0.135
H -2.5881 2.3064 2.1114 0.104
H -5.3954 3.0125 1.3390 0.098
H -7.3547 2.2644 -0.2507 0.127
H -4.6218 -0.5470 -2.0352 0.129
```


No. 3
Here is a single C19H23F3N2O3 molecule from OMol25. Energies are from ωB97M-V with the def2-TZVPD basis set.

Results
* energy above the lowest of the compared OMol25 structures with the same formula, charge and spin: 0.0 kJ/mol
* SMILES: O=C(NC1CCOCC1)[C@@H]1CCC(=O)N(Cc2cccc(C(F)(F)F)c2)C1
* max |F|: 0.0155 Eh/bohr
* orbital gap: 9.639 eV

```
50
Properties=species:S:1:pos:R:3:lowdin_charge:R:1
O 0.2811 0.2832 0.9319 0.065
C 0.6084 -0.8623 0.7010 -0.438
N -0.1818 -1.9143 0.9927 0.117
C -1.4975 -1.7623 1.5822 -0.316
C -2.5893 -2.2851 0.6460 -0.110
C -3.9459 -2.1563 1.3425 -0.204
O -3.9730 -2.8492 2.5690 -0.133
C -3.0133 -2.3533 3.4704 -0.211
C -1.5914 -2.4970 2.9212 -0.112
C 1.9570 -1.2334 0.0844 -0.204
C 3.0626 -1.1390 1.1401 -0.132
C 3.1678 0.2901 1.6505 -0.079
C 3.2174 1.3487 0.5682 -0.440
O 3.6680 2.4555 0.7960 0.058
N 2.7025 1.0281 -0.6446 -0.045
C 2.7294 2.0327 -1.6871 -0.094
C 1.3774 2.3355 -2.2734 -0.181
C 1.2766 2.8170 -3.5742 -0.030
C 0.0427 3.0982 -4.1328 -0.065
C -1.1177 2.8761 -3.4116 -0.016
C -1.0182 2.3966 -2.1134 -0.106
C -2.2507 2.0800 -1.3173 -0.578
F -2.2287 2.5784 -0.0754 0.152
F -3.3822 2.5296 -1.8850 0.132
F -2.4211 0.7433 -1.1800 0.123
C 0.2178 2.1438 -1.5343 0.042
C 2.3154 -0.2970 -1.0704 -0.101
H 0.1163 -2.8524 0.7770 0.148
H -1.6319 -0.6862 1.7365 0.153
H -2.5970 -1.7138 -0.2816 0.110
H -2.4020 -3.3371 0.4174 0.123
H -4.7379 -2.5966 0.7341 0.127
H -4.1702 -1.0917 1.5067 0.130
H -3.1361 -2.9335 4.3872 0.125
H -3.2139 -1.2927 3.6880 0.130
H -0.8760 -2.0873 3.6347 0.122
H -1.3725 -3.5571 2.7711 0.122
H 1.9044 -2.2535 -0.3095 0.142
H 2.8553 -1.8172 1.9711 0.120
H 4.0082 -1.4435 0.6844 0.123
H 2.2954 0.5379 2.2608 0.124
H 4.0506 0.4191 2.2785 0.126
H 3.4143 1.7200 -2.4867 0.136
H 3.1374 2.9369 -1.2192 0.135
H 2.1750 2.9743 -4.1535 0.114
H -0.0191 3.4789 -5.1407 0.105
H -2.0847 3.0719 -3.8480 0.116
H 0.2713 1.7839 -0.5174 0.108
H 3.1428 -0.7464 -1.6429 0.137
H 1.4569 -0.2013 -1.7448 0.134
```


No. 4
Here is a molecular structure, C19H23F5HfNP in a non-equilibrium geometry from OMol25. Energies are from ωB97M-V with the def2-TZVPD basis set.

Results
* max |F|: 0.1289 Eh/bohr
* orbital gap: 5.586 eV
* net charge: +2

```
50
Properties=species:S:1:pos:R:3:lowdin_charge:R:1
C 0.3480 3.4527 -3.5862 0.007
C -0.8980 2.8931 -3.3218 -0.006
C -1.0052 1.7696 -2.5102 -0.290
C 0.1430 1.1088 -2.0256 -0.261
C 1.3878 1.6780 -2.3027 -0.285
C 1.4904 2.8484 -3.0620 0.010
C -2.4105 1.3370 -2.1614 -0.141
C -2.7045 -0.1178 -1.7568 -0.237
N -1.9108 -1.2487 -2.3842 -0.255
Hf -0.6218 -0.1496 -0.4610 1.402
C 2.5787 1.0188 -1.6534 -0.240
P 1.9311 -0.5432 -0.8673 0.802
H -1.8382 3.3027 -3.7028 0.138
H 2.4941 3.2485 -3.1979 0.135
H 0.4227 4.3654 -4.1728 0.133
H 3.0213 1.6341 -0.8480 0.116
H 3.4016 0.7656 -2.3389 0.117
H -2.8004 1.9581 -1.3307 0.145
H -3.0886 1.6120 -2.9874 0.149
H -2.6386 -0.2900 -0.6071 0.086
C 3.2413 -1.0793 0.2120 -0.236
C 2.0630 -1.6639 -2.3030 -0.213
H -3.7792 -0.2922 -1.9466 0.151
C -1.3860 -0.9771 -3.7521 -0.048
C -2.8545 -2.4238 -2.5693 -0.036
H 0.0953 -1.2480 0.8174 0.098
H -1.9641 -1.5082 -4.5300 0.101
H -1.4323 0.0869 -3.9939 0.090
H -0.3509 -1.3223 -3.8587 0.078
H -3.0602 -2.5791 -3.6575 0.100
H -2.4685 -3.4020 -2.2227 0.104
H -3.8451 -2.2203 -2.1182 0.099
H 3.1184 -1.7541 -2.6059 0.082
H 1.6844 -2.6495 -1.9993 0.061
H 1.4657 -1.3152 -3.1582 0.035
H 4.2137 -1.0274 -0.2817 0.077
H 3.2607 -0.4528 1.1050 0.065
H 3.0381 -2.1110 0.5038 0.064
H -0.5029 -1.7949 0.3003 0.114
F -2.6703 -0.0272 1.7975 0.015
C -2.1239 1.2422 1.8807 -0.236
C -0.9464 1.5072 1.1675 -0.104
C -0.4187 2.7977 1.3768 -0.206
F 0.7830 3.1347 0.8367 0.080
C -1.1144 3.7864 2.0799 -0.105
F -0.6130 5.0405 2.1689 0.134
C -2.3599 3.5055 2.6508 -0.077
F -3.0993 4.4865 3.2061 0.161
C -2.8535 2.1948 2.6027 -0.111
F -4.0432 1.8804 3.1606 0.134
```